# 1
The following is a quantum chemistry calculation of C13H17N3O in the gas phase, from the Open Molecules 2025 dataset.

Computed properties:
relative energy (zero: lowest compared OMol25 entry of this formula, charge and spin) = 500.1 kJ/mol
HOMO energy = -7.68 eV
2S+1 = 1

Each line ends with the Mulliken charge.
Element x y z (Å)
C (0.44, 0.44, 0.79)  -1.113
C (1.58, 1.20, 1.23)  -0.025
N (2.50, 1.88, 1.60)  -0.696
N (-0.76, 1.02, 1.34)  0.408
C (-1.88, 0.25, 1.51)  0.009
C (-3.12, 0.86, 1.67)  -0.707
C (-3.24, 2.26, 1.71)  -0.289
C (-2.06, 3.01, 1.72)  -0.650
C (-0.84, 2.38, 1.55)  0.023
H (0.47, -0.68, 0.80)  1.131
H (-1.71, -0.83, 1.51)  0.418
H (-3.98, 0.20, 1.74)  0.385
H (-4.21, 2.72, 1.76)  0.421
H (-2.07, 4.08, 1.83)  0.399
H (0.09, 2.95, 1.52)  0.362
C (1.43, -3.39, -1.00)  -1.030
N (1.18, -1.99, -1.26)  0.068
C (-0.22, -1.59, -1.21)  -0.620
C (-0.40, -0.18, -1.74)  -0.880
C (0.54, 0.84, -1.06)  1.066
O (0.24, 2.10, -1.06)  -0.863
C (1.99, 0.34, -1.21)  -1.219
C (2.16, -1.10, -0.71)  -0.555
H (2.48, -3.60, -1.27)  0.317
H (1.28, -3.66, 0.07)  0.320
H (0.75, -3.99, -1.61)  0.312
H (-0.73, -2.31, -1.89)  0.568
H (-0.68, -1.76, -0.20)  0.101
H (-0.06, -0.22, -2.81)  0.414
H (-1.45, 0.14, -1.68)  0.340
H (2.20, 0.27, -2.30)  0.391
H (2.71, 1.01, -0.72)  0.485
H (2.24, -1.17, 0.42)  0.173
H (3.14, -1.48, -1.08)  0.536

---

# 2
The following is a quantum chemistry calculation of a molecular structure, C13H18BeNO6S, from the Open Molecules 2025 dataset.

Computed properties:
HOMO energy = -11.93 eV
charge = +1
2S+1 = 1

Each line ends with the Mulliken charge.
Element x y z (Å)
Be (-0.93, 0.04, 0.13)  -0.502
C (-1.81, 2.64, 0.34)  -0.794
O (-1.27, 1.57, -0.48)  0.183
C (-0.37, 1.96, -1.54)  -0.447
C (0.93, 1.24, -1.25)  -0.445
O (0.58, -0.06, -0.73)  -0.092
C (0.56, -1.21, -1.61)  -0.461
C (-0.89, -1.46, -1.98)  -0.430
O (-1.65, -1.16, -0.78)  0.166
C (-2.38, -2.26, -0.19)  -0.775
H (-1.00, 3.23, 0.75)  0.413
H (-2.37, 2.16, 1.14)  0.225
H (-2.47, 3.25, -0.28)  0.319
H (-0.25, 3.04, -1.54)  0.477
H (-0.82, 1.66, -2.49)  0.231
H (1.48, 1.73, -0.45)  0.296
H (1.57, 1.14, -2.12)  0.394
H (0.96, -2.03, -1.01)  0.298
H (1.20, -1.04, -2.47)  0.384
H (-1.06, -2.49, -2.28)  0.497
H (-1.25, -0.79, -2.76)  0.212
H (-1.71, -3.10, -0.01)  0.409
H (-3.19, -2.54, -0.86)  0.316
H (-2.78, -1.89, 0.75)  0.218
O (1.83, 0.82, 4.93)  -0.635
S (1.13, -0.37, 4.55)  1.180
O (1.67, -1.66, 4.83)  -0.639
N (0.76, -0.27, 2.92)  -0.562
C (-0.51, -0.18, 2.76)  0.808
O (-1.06, -0.09, 1.59)  -0.185
C (-1.36, -0.17, 3.98)  0.727
C (-2.74, -0.08, 4.10)  -0.534
C (-3.28, -0.10, 5.38)  -0.759
C (-2.46, -0.20, 6.50)  -0.515
C (-1.08, -0.29, 6.38)  -0.525
C (-0.56, -0.27, 5.10)  -0.159
H (-3.37, -0.01, 3.23)  0.447
H (-4.35, -0.03, 5.51)  0.402
H (-2.91, -0.21, 7.49)  0.404
H (-0.44, -0.37, 7.25)  0.455

---

How do the records compare in max |F|? In the order shown, they have 4.83, 0.83 eV Å⁻¹.